one) Here is a single C3H5N3O2S molecule from the Open Molecules 2025 dataset. Energies are from wB97M-V/def2-TZVPD.

Cartesian coordinates (Å):
1 C 2.96 -0.42 -0.28
2 C 0.79 0.53 0.35
3 C 1.71 -0.19 -0.85
4 N 4.05 -0.50 0.01
5 N -0.33 0.52 0.91
6 N -2.73 0.68 0.28
7 O -1.30 -1.01 -0.93
8 O -1.92 -1.40 1.48
9 S -1.61 -0.55 0.39
10 H 1.29 -1.05 -1.49
11 H 1.47 1.27 0.67
12 H 1.82 0.62 -1.52
13 H -2.65 1.05 1.30
14 H -3.54 0.45 -0.31

LUMO level (spin up / spin down) in hartree: 0.01123 / -0.14599
HOMO (spin up / spin down) in Ha: -0.2283 / -0.4098
<S²>: 2.007
Multiplicity: 3

---

two) Here is a molecular structure, C3H5N3O2S from the Open Molecules 2025 dataset. Energies are from wB97M-V/def2-TZVPD.

Cartesian coordinates (Å):
1 C 0.77 -1.41 2.06
2 C 1.99 -1.10 1.56
3 C 0.43 0.30 0.83
4 N -0.26 -0.72 1.54
5 N 1.73 -0.06 0.66
6 N -0.23 -0.15 -2.56
7 O -2.66 0.31 -2.28
8 O -0.22 0.88 -0.26
9 S -1.61 -0.34 -1.61
10 H 0.37 -2.25 2.70
11 H 2.91 -1.51 1.95
12 H 2.19 0.35 -0.19
13 H -0.26 -0.68 -3.40
14 H 0.12 0.74 -2.79

LUMO level (spin up / spin down) in hartree: 0.01607 / -0.09318
HOMO (spin up / spin down) in Ha: -0.2560 / -0.3544
<S²>: 2.041
Multiplicity: 3

---

Pick two): it beats the second-best structure by 59.5 kcal/mol.

---

one) Here is 2 unconnected molecules or ions with the total composition CH3N4S from the Open Molecules 2025 dataset. Energies are from wB97M-V/def2-TZVPD.

Cartesian coordinates (Å):
1 C 0.29 0.27 -0.29
2 N 0.82 -1.97 -0.21
3 N 1.68 0.69 -0.20
4 N 0.15 -1.05 0.17
5 N 2.49 -0.24 0.03
6 S 4.05 0.15 0.06
7 H -0.34 1.14 0.17
8 H -0.09 0.16 -1.30
9 H -0.02 -1.04 1.62

LUMO level (spin up / spin down) in hartree: 0.15487 / 0.15490
HOMO (spin up / spin down) in Ha: -0.1063 / -0.1063
Charge: -1

---

two) Here is a gas-phase ion, CH3N4S (charge -1) from the Open Molecules 2025 dataset. Energies are from wB97M-V/def2-TZVPD.

Cartesian coordinates (Å):
1 S -0.25 1.78 -2.43
2 N -0.18 0.77 -0.88
3 N 0.88 0.18 -0.58
4 C 0.61 -0.53 0.61
5 N -0.82 -0.28 0.87
6 N -1.21 0.67 -0.11
7 H 0.91 -1.54 0.46
8 H 1.25 0.08 1.34
9 H -1.19 -1.13 0.72

Structure (SMILES): S=[N+]1[N-]CN[N-]1
LUMO level in hartree: 0.15228
HOMO in Ha: -0.1161
Charge: -1

---

Pick two): it beats the second-best structure by 43.9 kcal/mol.

---

one) Here is a single C5H9NO2S molecule from the Open Molecules 2025 dataset. Energies are from wB97M-V/def2-TZVPD.

Cartesian coordinates (Å):
1 C -0.50 1.01 0.05
2 C 0.32 -0.12 0.35
3 C -2.62 -0.15 0.29
4 C 2.39 -1.14 -0.39
5 C 1.77 -0.11 0.56
6 N -1.85 0.76 -0.26
7 O -0.21 2.20 -0.16
8 O 2.42 1.12 0.60
9 S -4.30 -0.44 -0.08
10 H -0.03 -1.05 0.44
11 H -2.25 -0.67 1.16
12 H 1.94 -2.09 -0.13
13 H 3.44 -1.08 -0.34
14 H 2.09 -0.99 -1.45
15 H 1.90 -0.58 1.56
16 H -2.30 1.33 -1.01
17 H 2.19 1.64 -0.18
18 H -4.39 0.38 -1.02

LUMO level (spin up / spin down) in hartree: -0.03450 / -0.03460
HOMO (spin up / spin down) in Ha: -0.2517 / -0.2515

---

two) Here is a single C5H9NO2S molecule from the Open Molecules 2025 dataset. Energies are from wB97M-V/def2-TZVPD.

Cartesian coordinates (Å):
1 C 0.27 0.37 1.33
2 C -0.29 -0.17 -0.07
3 C 0.10 0.68 -1.20
4 C -1.74 -0.10 0.21
5 N -2.45 -1.14 0.44
6 S -1.57 -2.55 0.33
7 O -1.43 -3.08 1.66
8 O -2.10 -3.34 -0.72
9 C 0.00 -1.66 -0.27
10 H 1.34 0.31 1.13
11 H -0.08 -0.31 2.21
12 H -0.01 1.41 1.52
13 H 0.93 0.26 -1.74
14 H 0.13 1.70 -0.77
15 H -0.56 0.69 -1.97
16 H -2.28 0.83 0.29
17 H 0.12 -1.85 -1.35
18 H 0.96 -1.76 0.31

Structure (SMILES): CC1(C)C=NS(=O)(=O)C1
LUMO level in hartree: 0.01863
HOMO in Ha: -0.3900

---

Pick two): it beats the second-best structure by 34.9 kcal/mol.

---

one) Here is a molecular structure, C22H28N11O4S3Ti from the Open Molecules 2025 dataset. Energies are from wB97M-V/def2-TZVPD.

Cartesian coordinates (Å):
1 Ti -0.80 0.44 0.60
2 C 3.75 -3.60 2.06
3 C 3.87 -2.71 0.82
4 N 3.46 -1.34 1.05
5 C 2.11 -1.04 1.18
6 S 1.67 0.47 1.86
7 N 1.26 -1.92 0.77
8 N -0.05 -1.49 0.92
9 C -0.91 -2.50 1.02
10 C -0.44 -3.92 1.17
11 C -2.26 -2.14 1.05
12 C -3.35 -3.04 0.98
13 C -4.63 -2.59 1.07
14 C -4.85 -1.19 1.24
15 C -3.77 -0.36 1.22
16 N -2.49 -0.77 1.06
17 H 4.02 -4.64 1.82
18 H 2.72 -3.59 2.42
19 H 4.41 -3.25 2.86
20 H 3.26 -3.11 0.02
21 H 4.91 -2.70 0.47
22 H 4.01 -0.82 1.71
23 H 0.39 -3.94 1.88
24 H -0.05 -4.32 0.23
25 H -1.23 -4.56 1.53
26 H -3.15 -4.10 0.87
27 H -5.47 -3.27 1.01
28 H -5.84 -0.79 1.38
29 H -3.90 0.71 1.36
30 N -2.23 -0.57 -3.35
31 C -1.33 -1.62 -3.31
32 C -0.65 -1.49 -2.14
33 N -1.11 -0.38 -1.47
34 C -2.07 0.14 -2.21
35 C -2.75 1.30 -1.71
36 N -2.51 1.68 -0.48
37 C -3.27 2.81 -0.27
38 C -3.98 3.09 -1.39
39 N -3.65 2.11 -2.31
40 H -2.98 -0.47 -4.02
41 H -1.25 -2.34 -4.11
42 H 0.17 -2.06 -1.74
43 H -3.26 3.32 0.68
44 H -4.67 3.88 -1.62
45 H -3.91 2.10 -3.28
46 O -0.95 3.66 1.44
47 S -1.44 2.87 2.75
48 O -2.85 3.17 2.80
49 O -1.18 1.44 2.43
50 O -0.64 3.31 3.86
51 S 0.93 4.76 -0.02
52 C 0.51 3.97 -1.54
53 C 0.20 2.68 -1.32
54 N 0.23 2.21 -0.04
55 C 0.37 3.28 0.88
56 H 0.60 4.48 -2.49
57 H -0.01 1.98 -2.12
58 H 1.02 3.06 1.73
59 C 5.25 0.51 -0.96
60 N 4.04 1.19 -1.37
61 C 3.75 2.45 -0.69
62 C 3.04 0.45 -1.82
63 N 2.19 -0.19 -2.27
64 H 6.11 1.14 -1.19
65 H 5.34 -0.44 -1.50
66 H 5.25 0.30 0.11
67 H 4.57 3.14 -0.88
68 H 3.63 2.28 0.39
69 H 2.84 2.87 -1.09

LUMO level (spin up / spin down) in hartree: 0.06956 / 0.06950
HOMO (spin up / spin down) in Ha: -0.1000 / -0.1013
Charge: -1

---

two) Here is a molecular structure, C22H28N11O4S3Ti from the Open Molecules 2025 dataset. Energies are from wB97M-V/def2-TZVPD.

Cartesian coordinates (Å):
1 Ti 0.45 0.28 -0.14
2 C -4.17 -2.56 3.83
3 C -4.00 -2.76 2.33
4 N -2.68 -2.45 1.84
5 C -2.19 -1.14 1.82
6 S -3.28 0.16 1.56
7 N -0.89 -1.10 1.99
8 N -0.26 0.11 1.71
9 C 0.26 0.82 2.73
10 C -0.08 0.53 4.16
11 C 1.19 1.75 2.30
12 C 1.88 2.69 3.11
13 C 2.78 3.55 2.57
14 C 3.02 3.48 1.16
15 C 2.35 2.57 0.41
16 N 1.44 1.68 0.92
17 H -5.19 -2.81 4.15
18 H -3.47 -3.18 4.39
19 H -3.98 -1.51 4.08
20 H -4.21 -3.81 2.06
21 H -4.71 -2.14 1.79
22 H -1.95 -3.09 2.14
23 H -1.01 -0.03 4.21
24 H 0.70 -0.06 4.65
25 H -0.20 1.46 4.73
26 H 1.67 2.70 4.17
27 H 3.31 4.26 3.18
28 H 3.73 4.14 0.68
29 H 2.53 2.48 -0.66
30 N -2.15 3.66 -1.67
31 C -2.30 3.72 -0.30
32 C -1.56 2.69 0.19
33 N -0.99 1.99 -0.86
34 C -1.35 2.61 -1.96
35 C -0.92 2.34 -3.32
36 N -0.48 1.21 -3.81
37 C -0.03 1.49 -5.07
38 C -0.26 2.80 -5.38
39 N -0.84 3.34 -4.25
40 H -2.65 4.22 -2.34
41 H -2.91 4.46 0.19
42 H -1.43 2.36 1.21
43 H 1.27 0.16 -5.27
44 H -0.03 3.39 -6.25
45 H -0.95 4.32 -4.07
46 O 0.57 0.57 -5.84
47 S 1.81 -0.43 -2.70
48 O 2.46 -0.02 -3.95
49 O 1.59 0.80 -1.82
50 O 3.11 -1.14 -1.88
51 S -3.22 -2.19 -1.96
52 C -1.89 -3.22 -1.62
53 C -0.85 -2.50 -1.15
54 N -1.09 -1.14 -1.05
55 C -2.31 -0.85 -1.43
56 H -1.94 -4.29 -1.77
57 H 0.11 -2.87 -0.82
58 H -2.71 0.14 -1.39
59 C 3.25 -3.35 0.97
60 N 3.53 -2.69 -0.27
61 C 4.38 -3.40 -1.19
62 C 2.68 -1.65 -0.65
63 N 1.71 -1.23 0.02
64 H 4.18 -3.56 1.50
65 H 2.73 -4.31 0.82
66 H 2.61 -2.71 1.58
67 H 5.33 -3.63 -0.71
68 H 4.58 -2.79 -2.07
69 H 3.93 -4.35 -1.51

LUMO level in hartree: 0.07927
HOMO in Ha: -0.0929
Charge: -1

---

Pick two): it beats the second-best structure by 1.6 kcal/mol.

---

one) Here is a molecular structure, C20H35N7STi from the Open Molecules 2025 dataset. Energies are from wB97M-V/def2-TZVPD.

Cartesian coordinates (Å):
1 Ti -0.73 0.37 -0.19
2 C -1.46 0.89 -4.37
3 C -1.12 0.41 -3.01
4 N -0.97 1.19 -1.96
5 C -1.20 2.61 -2.08
6 C -0.75 3.32 -0.80
7 N -1.03 2.52 0.41
8 C -2.38 2.72 0.97
9 C -3.36 1.70 0.39
10 N -2.78 0.37 0.51
11 C -2.79 -0.18 1.89
12 C -1.35 -0.58 2.29
13 N -0.76 -1.05 1.07
14 C -0.75 -2.30 0.66
15 C -0.76 -3.52 1.51
16 C -0.74 -2.38 -0.78
17 C -0.66 -3.52 -1.60
18 C -0.79 -3.36 -2.97
19 C -0.98 -2.10 -3.52
20 C -1.00 -0.99 -2.67
21 N -0.90 -1.15 -1.33
22 H -2.54 1.10 -4.44
23 H -1.23 0.14 -5.12
24 H -0.94 1.81 -4.62
25 H -2.27 2.80 -2.29
26 H -0.63 3.03 -2.93
27 H -1.22 4.31 -0.74
28 H 0.33 3.47 -0.86
29 H -0.38 2.85 1.13
30 H -2.75 3.74 0.78
31 H -2.32 2.60 2.06
32 H -3.54 1.91 -0.67
33 H -4.32 1.78 0.91
34 H -3.28 -0.27 -0.11
35 H -3.43 -1.06 1.93
36 H -3.20 0.56 2.59
37 H -1.38 -1.34 3.08
38 H -0.78 0.30 2.66
39 H 0.03 -4.20 1.19
40 H -1.70 -4.06 1.41
41 H -0.61 -3.28 2.56
42 H -0.49 -4.49 -1.16
43 H -0.73 -4.22 -3.61
44 H -1.09 -1.97 -4.59
45 C 4.36 1.47 0.69
46 N 2.99 1.00 0.85
47 C 2.08 1.73 -0.01
48 C 2.77 -0.36 0.90
49 S 1.81 -1.08 -0.29
50 N 3.30 -1.07 1.90
51 C 3.91 -0.48 3.08
52 C 3.19 -2.51 1.95
53 H 4.67 1.42 -0.37
54 H 5.05 0.86 1.27
55 H 4.43 2.50 1.02
56 H 2.17 2.79 0.24
57 H 1.05 1.35 0.20
58 H 2.29 1.58 -1.08
59 H 3.75 0.60 3.11
60 H 4.98 -0.69 3.11
61 H 3.45 -0.92 3.96
62 H 2.39 -2.81 2.62
63 H 4.13 -2.93 2.32
64 H 2.99 -2.90 0.95

LUMO level (spin up / spin down) in hartree: -0.21878 / -0.23891
HOMO (spin up / spin down) in Ha: -0.4402 / -0.5012
Charge: +2
<S²>: 2.024
Multiplicity: 3

---

two) Here is a molecular structure, C20H35N7STi from the Open Molecules 2025 dataset. Energies are from wB97M-V/def2-TZVPD.

Cartesian coordinates (Å):
1 Ti 0.25 0.36 0.30
2 C 0.43 4.53 1.38
3 C 0.07 3.16 0.92
4 N 0.92 2.24 0.60
5 C 2.35 2.49 0.37
6 C 2.68 1.73 -0.92
7 N 2.15 0.34 -0.83
8 C 3.02 -0.56 -0.02
9 C 2.33 -1.91 0.09
10 N 0.99 -1.70 0.71
11 C -0.07 -2.65 0.26
12 C -0.65 -2.15 -1.05
13 N -1.02 -0.74 -0.83
14 C -2.19 -0.26 -1.19
15 C -3.16 -0.94 -2.10
16 C -2.44 1.06 -0.62
17 C -3.58 1.83 -0.65
18 C -3.61 3.04 0.03
19 C -2.45 3.52 0.66
20 C -1.31 2.75 0.62
21 N -1.34 1.51 0.06
22 H 1.30 4.51 2.03
23 H -0.39 5.00 1.92
24 H 0.66 5.17 0.52
25 H 2.95 2.13 1.20
26 H 2.58 3.55 0.23
27 H 3.75 1.74 -1.11
28 H 2.18 2.22 -1.74
29 H 2.10 -0.05 -1.76
30 H 3.14 -0.13 0.97
31 H 4.01 -0.66 -0.47
32 H 2.92 -2.61 0.67
33 H 2.20 -2.34 -0.90
34 H 1.09 -1.76 1.71
35 H -0.86 -2.64 1.02
36 H 0.31 -3.67 0.18
37 H -1.50 -2.76 -1.34
38 H 0.09 -2.23 -1.85
39 H -2.64 -1.43 -2.92
40 H -3.87 -0.23 -2.52
41 H -3.73 -1.71 -1.57
42 H -4.46 1.49 -1.20
43 H -4.51 3.64 0.03
44 H -2.45 4.49 1.13
45 C 1.18 0.22 6.72
46 N 1.03 -0.33 5.35
47 C 2.28 -0.85 4.80
48 C 0.01 0.02 4.56
49 S 0.26 0.34 2.89
50 N -1.22 0.14 5.08
51 C -2.30 0.80 4.34
52 C -1.67 -0.62 6.26
53 H 2.08 0.83 6.74
54 H 1.29 -0.58 7.45
55 H 0.34 0.84 6.99
56 H 2.85 -1.28 5.62
57 H 2.87 -0.06 4.33
58 H 2.08 -1.63 4.07
59 H -1.93 1.68 3.83
60 H -3.06 1.10 5.06
61 H -2.75 0.13 3.62
62 H -0.95 -1.38 6.52
63 H -2.61 -1.11 6.00
64 H -1.85 0.03 7.11

LUMO level (spin up / spin down) in hartree: -0.22184 / -0.23057
HOMO (spin up / spin down) in Ha: -0.4387 / -0.5282
Charge: +2
<S²>: 2.023
Multiplicity: 3

---

Pick two): it beats the second-best structure by 42.4 kcal/mol.